[1]
The following is a DFT calculation (ωB97M-V/def2-TZVPD) of a cluster of 2 separate species, C7H7F4NO in total.

Calculated values
- Relative energy (zero: lowest compared OMol25 entry of this formula, charge and spin): 49.26 kcal/mol
- Multiplicity: 1
- Charge: 0
- HOMO energy: -9.036 eV
- Structure (SMILES): [H]/N=C/c1ccco1.FC(F)C(F)F

```
20
C7H7F4NO ωB97M-V/def2-TZVPD
C -2.376 0.965 -1.358
C -2.086 -0.377 -1.107
C -1.609 1.634 -0.529
C -1.265 -0.363 -0.010
C -0.702 -1.563 0.664
C 2.336 0.138 -0.361
C 1.797 0.656 0.946
N 0.055 -1.525 1.624
O -0.882 0.859 0.300
F 2.631 -1.240 -0.278
F 1.306 0.229 -1.280
F 1.322 1.884 0.938
F 3.023 0.702 1.740
H -3.004 1.213 -2.233
H -2.795 -1.194 -1.388
H -1.420 2.708 -0.509
H -1.232 -2.520 0.260
H 3.179 0.540 -0.817
H 1.619 -0.370 1.255
H 0.102 -2.376 2.143
```

Mulliken atomic charges, in units of e: C -0.267; C -0.446; C -0.559; C 0.648; C -0.223; C 0.163; C 0.348; N -0.519; O -0.217; F -0.274; F -0.247; F -0.239; F -0.345; H 0.365; H 0.316; H 0.402; H 0.276; H 0.274; H 0.360; H 0.186

=====

[2]
The following is a DFT calculation (ωB97M-V/def2-TZVPD) of a cluster of 16 separate species, C68H170Cl10N21O15P7 in total.

Calculated values
- Multiplicity: 1
- Charge: 0
- HOMO energy: -8.054 eV

```
291
C68H170Cl10N21O15P7 ωB97M-V/def2-TZVPD
Cl 0.101 5.718 2.845
C 1.671 6.266 2.106
C 2.826 6.070 3.190
Cl 4.385 6.802 2.835
H 1.537 7.313 1.832
H 1.848 5.689 1.198
H 3.173 5.037 3.155
H 2.511 6.277 4.213
Cl 6.355 -0.951 -0.094
C 7.558 -1.772 1.015
C 8.363 -0.652 1.752
Cl 9.525 -1.667 2.724
H 8.179 -2.479 0.463
H 7.039 -2.354 1.776
H 7.754 -0.198 2.535
H 8.910 0.071 1.148
Cl -3.221 3.811 -4.235
C -4.148 2.449 -3.580
C -3.613 1.106 -3.919
Cl -4.477 0.596 -5.424
H -5.193 2.642 -3.823
H -3.951 2.470 -2.508
H -4.006 0.429 -3.161
H -2.545 0.888 -3.939
Cl 4.321 -7.495 -7.730
C 4.203 -6.734 -6.068
C 2.930 -7.080 -5.276
Cl 2.872 -8.829 -5.025
H 4.441 -5.672 -6.015
H 5.084 -7.184 -5.612
H 2.058 -6.651 -5.770
H 3.062 -6.640 -4.287
Cl 4.963 -9.252 5.194
C 4.105 -7.983 4.265
C 5.138 -7.001 3.651
Cl 4.335 -5.699 2.787
H 3.342 -7.534 4.901
H 3.463 -8.557 3.596
H 5.798 -7.456 2.912
H 5.742 -6.669 4.495
O 6.623 -6.954 -3.370
P 7.236 -6.534 -2.054
N 6.261 -5.557 -1.040
C 5.970 -4.190 -1.497
C 5.087 -6.187 -0.485
N 8.739 -5.559 -2.256
C 9.700 -6.148 -3.114
C 9.411 -4.782 -1.105
N 7.700 -7.837 -0.982
C 7.815 -9.162 -1.503
C 8.520 -7.601 0.141
H 5.042 -4.322 -2.053
H 6.709 -3.703 -2.133
H 5.754 -3.435 -0.741
H 4.717 -5.547 0.316
H 5.234 -7.125 0.049
H 4.394 -6.354 -1.310
H 10.255 -6.948 -2.623
H 9.262 -6.457 -4.063
H 10.319 -5.351 -3.525
H 10.314 -4.261 -1.424
H 8.730 -4.056 -0.662
H 9.778 -5.398 -0.285
H 7.004 -9.880 -1.383
H 7.685 -9.128 -2.585
H 8.856 -9.471 -1.602
H 8.288 -8.293 0.950
H 8.430 -6.596 0.552
H 9.576 -7.789 -0.054
O -8.061 -4.268 5.017
P -7.168 -3.560 4.045
N -5.583 -4.091 4.259
C -4.595 -4.317 3.109
C -4.829 -4.008 5.546
N -7.201 -1.795 4.116
C -6.293 -0.981 4.931
C -8.480 -1.079 3.900
N -7.533 -3.807 2.354
C -6.890 -3.049 1.295
C -8.446 -4.872 1.876
H -4.378 -3.370 2.615
H -5.020 -5.085 2.462
H -3.641 -4.722 3.448
H -3.758 -4.210 5.553
H -5.260 -4.821 6.131
H -4.920 -3.016 5.989
H -6.379 -1.392 5.937
H -5.241 -1.126 4.688
H -6.524 0.084 4.955
H -8.239 -0.213 3.282
H -9.221 -1.689 3.383
H -8.880 -0.689 4.836
H -7.583 -2.468 0.686
H -6.199 -2.371 1.796
H -6.262 -3.727 0.717
H -8.413 -5.834 2.387
H -8.234 -5.079 0.827
H -9.460 -4.485 1.980
O 0.739 -1.349 1.731
P 0.268 -0.974 0.401
N 1.055 -1.859 -0.887
C 1.852 -2.984 -0.447
C 1.132 -1.425 -2.298
N 0.663 0.672 0.036
C 0.067 1.730 0.744
C 2.060 1.027 -0.256
N -1.485 -0.982 0.145
C -2.176 -2.102 0.847
C -2.031 -0.545 -1.127
H 1.502 -3.349 0.518
H 2.897 -2.676 -0.478
H 1.856 -3.691 -1.276
H 2.169 -1.312 -2.617
H 0.570 -0.514 -2.505
H 0.602 -2.241 -2.788
H 0.412 2.677 0.330
H -0.986 1.738 0.463
H 0.232 1.753 1.821
H 2.478 0.221 -0.861
H 2.104 1.893 -0.917
H 2.660 1.097 0.651
H -2.149 -3.054 0.316
H -2.049 -2.236 1.921
H -3.235 -1.948 0.643
H -1.729 -1.317 -1.834
H -1.586 0.386 -1.479
H -3.101 -0.384 -1.003
O -5.714 4.341 2.964
P -5.561 3.391 1.823
N -4.800 3.985 0.458
C -5.387 5.038 -0.345
C -3.323 4.044 0.452
N -7.030 2.759 1.301
C -7.084 1.875 0.187
C -8.216 2.872 2.172
N -4.591 1.981 2.242
C -3.949 1.100 1.198
C -3.821 2.110 3.443
H -5.315 5.895 0.325
H -6.428 4.777 -0.535
H -4.900 5.278 -1.289
H -2.835 3.760 -0.481
H -2.959 3.399 1.252
H -2.974 5.062 0.624
H -6.233 1.949 -0.490
H -6.973 0.828 0.469
H -8.014 2.005 -0.366
H -9.113 3.059 1.581
H -8.378 1.966 2.756
H -8.083 3.802 2.726
H -4.086 0.070 1.529
H -4.431 1.282 0.237
H -2.903 1.407 1.220
H -3.425 3.122 3.517
H -2.988 1.408 3.499
H -4.406 2.133 4.362
O 0.862 1.481 -5.428
P 1.731 0.984 -6.521
N 1.796 1.971 -7.929
C 0.785 3.078 -8.090
C 2.442 1.490 -9.238
N 1.354 -0.504 -7.213
C -0.039 -0.670 -7.565
C 2.317 -1.337 -7.895
N 3.423 0.940 -6.098
C 3.895 -0.238 -5.271
C 4.342 1.968 -6.567
H 0.852 3.703 -7.199
H -0.177 2.636 -8.349
H 1.147 3.727 -8.887
H 2.874 2.373 -9.708
H 1.612 0.986 -9.734
H 3.249 0.785 -9.038
H -0.391 0.098 -8.254
H -0.291 -1.691 -7.852
H -0.582 -0.594 -6.623
H 1.812 -1.700 -8.790
H 3.337 -0.969 -8.001
H 2.438 -2.257 -7.322
H 4.984 -0.216 -5.253
H 3.602 0.016 -4.252
H 3.390 -1.164 -5.543
H 3.932 2.934 -6.861
H 5.071 1.726 -7.340
H 4.998 2.222 -5.735
O 0.235 8.394 -2.313
P -1.057 9.127 -2.097
N -2.064 8.662 -0.608
C -1.877 7.392 -0.074
C -3.148 9.412 -0.144
N -2.220 8.893 -3.281
C -2.063 7.741 -4.127
C -3.622 9.411 -3.263
N -1.036 10.819 -2.149
C -0.369 11.545 -3.202
C -0.966 11.586 -0.867
H -2.179 6.577 -0.733
H -2.293 7.379 0.933
H -0.797 7.352 0.069
H -2.979 9.733 0.884
H -4.063 8.822 -0.100
H -3.373 10.262 -0.789
H -1.101 7.460 -4.555
H -2.376 6.777 -3.726
H -2.601 7.975 -5.045
H -4.208 9.094 -2.399
H -3.694 10.482 -3.070
H -4.111 9.302 -4.231
H 0.690 11.748 -3.037
H -0.453 11.005 -4.145
H -0.634 12.602 -3.194
H -1.732 11.279 -0.156
H -1.063 12.636 -1.143
H 0.045 11.570 -0.461
O 2.948 4.586 6.088
P 1.928 3.464 6.095
N 1.739 2.642 7.552
C 0.830 1.523 7.872
C 2.450 3.207 8.665
N 2.401 2.144 5.156
C 2.416 2.263 3.701
C 3.503 1.339 5.645
N 0.314 3.949 5.690
C -0.623 3.008 5.037
C -0.381 5.018 6.426
H -0.113 1.891 8.275
H 1.446 0.947 8.563
H 0.679 1.036 6.908
H 2.269 2.707 9.617
H 2.001 4.200 8.685
H 3.509 3.301 8.427
H 2.257 1.298 3.219
H 1.782 3.005 3.217
H 3.394 2.674 3.448
H 3.701 0.422 5.091
H 4.436 1.883 5.788
H 3.287 1.007 6.660
H -1.572 3.448 4.730
H -0.190 2.674 4.094
H -0.909 2.215 5.728
H -1.077 5.596 5.818
H 0.339 5.750 6.791
H -0.909 4.574 7.269
O -1.375 -4.453 6.063
C -0.456 -3.643 5.905
O -0.161 -2.690 6.764
C 0.884 -1.841 6.226
C 1.402 -2.413 4.895
C 0.575 -3.650 4.751
H 1.826 -1.764 6.767
H 0.558 -0.810 6.091
H 2.475 -2.602 4.876
H 1.009 -1.782 4.098
H 1.173 -4.555 4.854
H 0.076 -3.677 3.783
O -5.639 -0.552 -1.554
C -5.516 -1.670 -2.165
O -4.409 -2.456 -2.065
C -4.517 -3.678 -2.763
C -6.024 -3.924 -2.844
C -6.559 -2.464 -2.849
H -3.999 -4.484 -2.243
H -4.076 -3.776 -3.755
H -6.262 -4.345 -1.868
H -6.315 -4.323 -3.816
H -7.545 -2.420 -2.386
H -6.815 -2.005 -3.804
O -0.917 -6.405 -0.663
C -0.821 -6.958 0.403
O -1.622 -7.982 0.741
C -1.414 -8.421 2.074
C 0.070 -7.980 2.285
C 0.391 -6.868 1.305
H -1.657 -9.461 2.294
H -2.081 -7.702 2.549
H 0.687 -8.836 2.011
H 0.302 -7.709 3.315
H 1.285 -6.990 0.693
H 0.447 -5.955 1.897
O 1.718 4.305 -0.802
C 1.433 4.492 -1.920
O 0.202 4.113 -2.416
C 0.126 4.599 -3.741
C 1.499 4.783 -4.209
C 2.364 5.103 -2.973
H -0.576 5.428 -3.664
H -0.410 3.948 -4.432
H 1.465 5.672 -4.839
H 1.908 3.912 -4.721
H 2.372 6.182 -2.820
H 3.382 4.715 -3.032
```

Here are the Mulliken charges for atoms 1 to 99, given in e: Cl -0.149; C -0.092; C 0.168; Cl -0.239; H 0.494; H -0.056; H -0.383; H 0.293; Cl -0.177; C -0.078; C -0.350; Cl -0.224; H -0.073; H 0.327; H 0.282; H 0.357; Cl -0.144; C 0.294; C 1.279; Cl -0.283; H 0.427; H -0.748; H -1.128; H 0.227; Cl -0.214; C -0.306; C -0.081; Cl -0.181; H 0.382; H 0.075; H 0.334; H 0.004; Cl -0.211; C -0.310; C -0.381; Cl -0.108; H 0.262; H 0.223; H 0.185; H 0.361; O -0.678; P 0.281; N 0.508; C -0.926; C -0.783; N 0.221; C -1.122; C -0.813; N 0.492; C -1.205; C -1.204; H 0.411; H 0.476; H -0.165; H -0.038; H 0.366; H 0.241; H 0.295; H 0.306; H 0.456; H 0.474; H 0.001; H 0.262; H 0.347; H 0.328; H 0.350; H 0.404; H 0.324; H 0.304; O -0.864; P 0.261; N 0.309; C -1.021; C -0.675; N 0.435; C -1.302; C -0.734; N 0.328; C -0.869; C -1.073; H 0.307; H 0.227; H 0.440; H 0.143; H 0.285; H 0.255; H 0.443; H 0.305; H 0.385; H -0.043; H 0.292; H 0.414; H 0.546; H -0.131; H 0.403; H 0.297; H 0.305; H 0.322; O -0.356

=====

[3]
The following is a DFT calculation (ωB97M-V/def2-TZVPD) of a structure of composition C4H6N.

Calculated values
- Relative energy (zero: lowest compared OMol25 entry of this formula, charge and spin): 172.70 kcal/mol
- Multiplicity: 1
- Charge: +1
- HOMO energy (alpha / beta): -14.659 / -14.620 eV

```
11
C4H6N ωB97M-V/def2-TZVPD
C 1.073 -0.863 -0.252
C 0.882 -0.113 0.867
C -0.072 -0.353 -0.826
C -0.340 -0.102 1.654
N -0.366 0.537 0.309
H 1.928 -1.607 -0.480
H 0.770 0.868 -2.768
H -0.792 -0.744 -1.516
H -0.768 -1.126 1.865
H -0.464 0.520 2.465
H -0.549 1.582 0.024
```

Mulliken atomic charges, in units of e: C 0.133; C 0.054; C -0.794; C -0.192; N -0.043; H 0.343; H 0.084; H 0.452; H 0.252; H 0.312; H 0.399

=====

[4]
The following is a DFT calculation (ωB97M-V/def2-TZVPD) of the molecule C3H6O2.

Calculated values
- Relative energy (zero: lowest compared OMol25 entry of this formula, charge and spin): 38.35 kcal/mol
- Multiplicity: 1
- Charge: 0
- HOMO energy: -9.751 eV
- Structure (SMILES): COCC=O

```
11
C3H6O2 ωB97M-V/def2-TZVPD
C 0.920 -0.782 -0.953
O -0.090 0.205 -1.026
C -0.241 0.914 0.178
C -1.152 0.139 1.117
O -0.951 -0.012 2.297
H 1.915 -0.335 -1.084
H 0.905 -1.325 0.003
H 0.741 -1.495 -1.761
H -0.722 1.870 -0.065
H 0.714 1.120 0.683
H -2.040 -0.299 0.611
```

Mulliken atomic charges, in units of e: C -0.640; O -0.356; C -0.372; C 0.097; O -0.459; H 0.253; H 0.317; H 0.240; H 0.293; H 0.297; H 0.330

=====

Values of E_tot, in order: -21776.3110 -325526.0473 -5719.3115 -7302.0154, all in eV.